# 1
Entry from the OMol25 dataset: 6 unconnected molecules or ions with the total composition C14H32Cl4N4O4 (wB97M-V/def2-TZVPD).

```
58
Properties=species:S:1:pos:R:3:forces:R:3:lowdin_charge:R:1
C 6.662525 9.405620 10.765020 0.69 -1.01 -1.66 -0.002
N 7.075105 8.348080 9.787650 -0.34 -0.54 -0.04 -0.197
C 7.218205 8.685810 8.380030 0.52 1.73 0.89 -0.066
C 7.286085 7.065090 10.138630 -1.00 0.00 1.37 -0.352
O 7.048945 6.613420 11.253590 0.55 0.02 -0.70 -0.008
H 6.876085 9.026450 11.764380 -0.42 0.11 -0.14 0.088
H 5.629485 9.669130 10.538110 -0.14 -0.08 0.57 0.088
H 7.266905 10.285070 10.542760 0.12 0.08 0.17 0.071
H 7.997565 9.444220 8.454280 0.17 0.18 -1.06 0.024
H 7.530425 7.891260 7.702310 -0.09 -0.17 0.51 0.089
H 6.325145 9.178710 7.995830 -0.16 -0.16 -0.06 0.088
H 7.636235 6.464860 9.284630 0.08 -0.18 0.16 0.129
C 12.748085 17.817220 10.128670 0.23 0.21 -1.50 -0.025
N 12.424355 17.889920 8.664030 0.74 -0.40 2.08 -0.177
C 13.073245 16.917350 7.809500 0.00 -0.05 -0.28 -0.060
C 11.536455 18.756810 8.155420 -1.28 -1.83 0.18 -0.338
O 11.080085 18.600270 7.035970 0.11 1.07 -0.41 -0.009
H 12.636975 16.788050 10.470100 -0.22 0.04 -0.01 0.075
H 12.117855 18.485170 10.715820 -0.01 -0.05 -0.20 0.082
H 13.795815 18.090200 10.254530 0.03 0.10 0.22 0.082
H 12.414585 16.644330 6.985050 0.13 0.32 -0.03 0.065
H 13.998075 17.351050 7.429090 0.09 -0.16 -0.25 0.095
H 13.305905 15.981140 8.316910 -0.05 0.23 0.38 0.057
H 11.078075 19.394580 8.927010 0.25 0.47 -0.22 0.137
C 16.170555 10.951280 4.663910 0.02 -1.10 0.35 -0.072
N 15.101315 11.750110 5.267600 0.30 -1.15 0.32 -0.174
C 15.535315 13.031480 5.801210 -1.15 1.14 -0.04 -0.055
C 13.790365 11.298880 5.380240 1.39 1.06 -0.04 -0.310
O 12.880005 11.994200 5.791320 0.35 -0.27 0.00 0.005
H 16.777445 11.469490 3.921460 -0.47 0.28 -0.13 0.089
H 15.821875 10.003670 4.253360 -0.64 0.35 -0.48 0.082
H 16.888455 10.532300 5.369010 0.11 0.58 0.70 0.080
H 16.609575 13.168970 5.924390 -0.03 -0.50 -0.60 0.092
H 15.092335 13.798890 5.166420 0.51 0.33 -0.27 0.091
H 15.134345 13.330780 6.769580 -0.37 -0.82 0.30 0.076
H 13.656775 10.248620 5.078070 0.08 0.11 -0.18 0.140
C 13.856835 11.522650 9.753730 0.65 -1.04 0.31 -0.071
N 13.803625 10.042400 9.576630 1.95 2.80 -1.77 -0.147
C 14.803295 9.561520 8.553820 -0.75 -0.18 0.34 -0.013
C 13.034045 9.288830 10.354290 0.27 -0.70 -0.24 -0.379
O 13.024755 8.093740 10.224790 -0.56 -1.40 0.47 0.021
H 13.234025 11.815870 10.598850 -0.22 0.04 -0.34 0.073
H 13.649625 12.088590 8.845510 -0.48 -0.25 -0.03 0.039
H 14.876115 11.810480 10.011250 0.21 -0.08 0.17 0.081
H 14.866435 8.487600 8.378310 -0.61 -0.04 0.68 0.086
H 14.573515 9.971970 7.570540 -0.21 0.34 0.11 0.056
H 15.822805 9.863570 8.793540 -0.10 0.32 0.39 0.084
H 12.443835 9.830940 11.109260 -0.03 0.14 -0.10 0.138
Cl 9.041565 14.868830 4.660750 0.46 0.09 -0.21 0.514
C 9.714145 15.832970 5.977280 -0.52 0.22 0.77 -1.012
Cl 8.669515 15.589910 7.407510 0.09 0.13 0.15 0.481
H 10.707935 15.515110 6.292640 -0.14 -0.10 -0.48 -0.003
H 9.686525 16.901220 5.762390 0.11 -0.30 -0.21 0.018
Cl 9.473975 11.708990 8.233460 -0.02 0.11 0.16 0.554
C 10.920795 12.627260 7.823640 0.33 0.09 0.32 -0.989
Cl 11.395455 13.824950 9.090110 -0.37 -0.16 -0.30 0.505
H 11.759845 11.933500 7.770740 -0.37 0.25 -0.30 -0.016
H 10.724195 13.162350 6.894590 0.23 -0.17 0.23 0.002
```
Positions in Å, forces in eV/Å.

The calculation puts the energy above the lowest of the compared OMol25 structures with the same formula, charge and spin at 0.017 eV. As for the structure (SMILES): CN(C)C=O.CN(C)C=O.CN(C)C=O.CN(C)C=O.ClCCl.ClCCl. The calculation puts the orbital gap at 9.11 eV. The total energy comes out at -2913.3386 Eh. For the strongest force on any atom, the calculation gives 3.84 eV/A.

***

# 2
Entry from the OMol25 dataset: 5 unconnected molecules or ions with the total composition C14H32F4N4O7P2 (wB97M-V/def2-TZVPD).

```
63
Properties=species:S:1:pos:R:3:forces:R:3:lowdin_charge:R:1
O 5.905307 1.642630 -0.427592 0.30 0.05 -0.59 -0.297
P 6.364492 1.146497 -1.734391 0.01 0.14 0.74 0.248
O 6.364576 2.269984 -2.872229 -0.05 -0.19 0.07 -0.151
O 7.860576 0.548342 -1.740874 -0.13 0.25 0.14 -0.194
P 5.323901 -0.560604 -2.580360 0.14 -0.25 -0.66 0.960
C 3.565171 0.096986 -2.611193 -0.11 -0.09 0.05 -0.687
F 2.772155 -1.017346 -2.538082 0.09 0.26 -0.04 0.027
F 3.354517 0.681396 -3.825759 -0.07 -0.16 0.27 0.041
C 3.132724 1.075824 -1.493796 -0.22 -0.01 0.01 -0.343
F 3.430802 2.334515 -1.897584 -0.10 -0.28 0.14 0.076
F 1.782879 0.989533 -1.315853 0.27 0.13 -0.15 0.064
H 6.740766 1.964225 -3.708360 0.01 0.07 0.01 0.083
H 8.333338 0.918391 -0.978560 0.03 -0.16 -0.06 0.081
H 5.250754 -1.286785 -1.379794 -0.06 0.19 0.26 -0.059
H 3.630947 0.861983 -0.545817 -0.05 0.08 -0.08 0.145
C 9.179447 -4.077787 1.006764 -0.13 -0.02 -0.04 -0.077
N 7.943832 -3.343660 0.820728 0.01 0.02 -0.01 0.009
C 7.701881 -2.026947 1.056184 0.07 -0.01 0.03 -0.550
C 8.847997 -1.192248 1.582177 -0.04 0.04 -0.03 -0.011
O 6.602226 -1.541783 0.851278 -0.06 -0.04 -0.14 0.014
H 9.520274 -4.507567 0.063553 0.04 0.02 0.00 0.083
H 9.044127 -4.887689 1.725189 0.03 0.01 0.02 0.084
H 9.954897 -3.417467 1.380146 0.02 0.00 0.01 0.070
H 7.140253 -3.846391 0.478260 -0.01 -0.01 0.01 0.139
H 8.484496 -0.177844 1.719461 -0.04 -0.01 0.00 0.083
H 9.203740 -1.572083 2.540157 0.04 0.00 -0.01 0.085
H 9.683002 -1.187643 0.879705 0.03 -0.02 0.03 0.083
C -1.229996 0.802763 -0.505865 -0.09 -0.13 -0.11 -0.073
N -2.451421 0.177204 -0.975312 0.12 0.07 -0.04 0.020
C -3.688441 0.271055 -0.445693 -0.17 -0.10 0.03 -0.547
C -3.865852 1.131940 0.773725 -0.13 0.09 -0.02 -0.016
O -4.629191 -0.327831 -0.967949 -0.04 -0.06 0.10 -0.011
H -0.810368 1.448377 -1.277426 0.03 0.03 0.03 0.078
H -0.489835 0.045230 -0.249136 0.04 0.03 0.04 0.081
H -1.431571 1.400806 0.376216 0.00 0.00 0.01 0.077
H -2.399927 -0.413821 -1.790059 0.00 -0.01 0.02 0.140
H -4.911255 1.099218 1.063764 0.00 -0.01 0.00 0.079
H -3.268795 0.756889 1.601754 0.04 -0.01 0.01 0.078
H -3.597779 2.169553 0.568656 0.03 0.00 0.04 0.080
C -7.988860 3.742079 -0.836042 0.02 -0.09 0.11 -0.079
N -7.155191 3.625902 0.342643 -0.04 0.04 -0.01 0.009
C -6.032358 4.326643 0.655450 0.02 -0.08 -0.04 -0.559
C -5.569903 5.373245 -0.333255 0.02 0.01 0.04 -0.012
O -5.425257 4.101547 1.687883 0.02 0.05 0.01 0.027
H -9.011193 4.009934 -0.563258 0.00 0.03 -0.03 0.081
H -8.013606 2.799709 -1.385709 0.01 0.02 -0.04 0.084
H -7.599800 4.510690 -1.495457 0.00 0.01 -0.02 0.069
H -7.406188 2.939193 1.036326 0.02 -0.02 0.00 0.139
H -4.668162 5.831053 0.060800 0.00 -0.01 0.03 0.081
H -5.348441 4.923821 -1.302060 -0.03 0.02 -0.02 0.083
H -6.329240 6.143602 -0.472381 0.00 0.00 -0.04 0.082
C -6.436987 -3.690405 0.648061 0.05 0.06 -0.07 -0.079
N -5.464224 -2.664220 0.947568 0.02 0.30 -0.17 0.022
C -4.579759 -2.633745 1.968571 0.28 0.19 0.09 -0.536
C -4.569804 -3.815155 2.913802 0.03 0.05 0.08 -0.016
O -3.806164 -1.691883 2.120153 -0.22 -0.33 -0.07 0.027
H -6.243379 -4.129934 -0.332671 -0.02 -0.04 0.02 0.084
H -7.446794 -3.275290 0.641152 -0.01 -0.03 0.02 0.082
H -6.399982 -4.482220 1.390798 -0.01 0.01 -0.03 0.067
H -5.386527 -1.874614 0.307788 0.02 -0.05 0.05 0.109
H -3.807250 -3.639265 3.666450 0.00 0.03 -0.02 0.079
H -5.536029 -3.930563 3.406330 0.00 -0.05 0.00 0.080
H -4.339210 -4.738174 2.380733 -0.04 -0.02 0.01 0.082
```
Positions in Å, forces in eV/Å.

As for the structure (SMILES): O=P(O)(O)PC(F)(F)C(F)F.CNC(C)=O.CNC(C)=O.CNC(C)=O.CNC(C)=O. The calculation puts the orbital gap at 9.30 eV. The total energy comes out at -2380.6702 Eh. For the strongest force on any atom, the calculation gives 0.76 eV/A.